Entry 1:
A single C4H6NOP molecule at a distorted geometry. Source: OMol25; level of theory: ωB97M-V/def2-TZVPD.

Structure (XYZ):
```
13
Properties=species:S:1:pos:R:3:forces:R:3:mulliken_charge:R:1
C 0.239189 -1.037363 0.300088 -2.1 0.8 -0.8 -0.40
C 1.510646 -1.167325 0.602298 0.5 -1.0 -0.9 -0.14
C -0.301348 0.029211 -0.610320 1.7 0.1 -1.8 -0.48
C 0.071681 1.328733 0.078810 3.5 -0.4 -1.6 -1.05
N 2.449129 -0.510756 -0.232235 0.3 1.3 1.1 0.04
O 3.603777 -0.925276 -0.089023 -0.1 0.5 -0.5 -0.48
P 1.847577 1.874550 -0.213014 -0.1 -2.2 0.1 0.19
H -0.556976 -1.565674 0.759661 -0.1 -0.9 0.8 0.34
H 1.887513 -1.995485 1.199092 0.1 0.4 0.2 0.44
H 0.025591 -0.108896 -1.717134 -0.1 0.5 1.9 0.26
H -1.343441 0.173136 -0.675266 -1.6 -1.1 0.1 0.31
H -0.443815 2.146064 -0.259553 -1.8 2.0 -0.9 0.49
H -0.086178 1.176654 1.092004 -0.3 0.0 2.1 0.48
```
Positions in Å, forces in eV/Å.

The energy is -17065.644 eV. The calculation puts the energy above the lowest of the compared OMol25 structures with the same formula, charge and spin at 4.8813 eV.


Entry 2:
A molecular structure, C4H11NS at a distorted geometry. Source: OMol25; level of theory: ωB97M-V/def2-TZVPD.

Structure (XYZ):
```
17
Properties=species:S:1:pos:R:3:forces:R:3:mulliken_charge:R:1
C 0.258081 -2.009258 -1.261249 0.4 -2.2 -0.9 -0.89
C -0.875294 -0.084495 -2.543445 2.6 -1.6 1.9 -0.99
C -0.423863 -0.154029 -0.087579 2.6 2.4 0.2 -0.71
C 0.776926 0.315172 0.825778 1.8 1.5 -1.4 -0.53
H 0.711225 -2.635819 -2.109922 -1.4 1.3 0.2 0.29
H 1.093894 -2.309722 -0.560654 -1.2 1.1 0.2 0.21
H -0.755529 -2.377461 -0.920380 1.3 -0.7 -0.3 0.35
H -0.744126 0.948852 -2.740959 0.2 1.1 0.5 0.33
H -1.894143 -0.291487 -2.324213 -0.9 -0.6 -0.1 0.36
H -0.421471 -0.556100 -3.370420 -0.4 -0.8 -1.5 0.39
H -1.093294 -0.742687 0.524227 -0.3 -1.0 -0.5 0.44
H -0.875030 0.838940 -0.124435 -0.6 -0.2 -0.8 0.41
H 1.556684 -0.410410 1.301582 -1.5 1.1 -1.5 0.31
H 1.352226 1.200383 -0.023977 -1.3 -2.8 3.1 0.25
H -0.671463 0.544634 2.866172 -0.4 -0.9 0.1 0.10
N 0.098051 -0.583935 -1.443405 -1.7 1.5 1.7 -0.09
S 0.164973 1.342130 2.249112 0.9 0.9 -0.9 -0.22
```
Positions in Å, forces in eV/Å.

The energy is -16648.965 eV. The calculation puts the energy above the lowest of the compared OMol25 structures with the same formula, charge and spin at 2.8288 eV.


Entry 3:
A molecular structure, C6H9FeO4 at a distorted geometry. Source: OMol25; level of theory: ωB97M-V/def2-TZVPD.

Structure (XYZ):
```
20
Properties=species:S:1:pos:R:3:forces:R:3:lowdin_spin:R:1
O -0.111583 -0.880049 -2.998086 1.7 -0.1 -0.2 0.01
C -1.216100 -0.029090 -2.944057 -1.4 1.2 0.9 0.01
C -1.384244 0.975215 -3.799228 0.4 -0.1 0.5 0.02
H -1.924160 -0.311073 -2.162070 0.2 -0.1 -0.4 0.00
H -2.271880 1.601267 -3.703205 0.2 -0.2 -0.1 0.00
H -0.637935 1.220398 -4.556643 -0.3 -0.1 0.0 0.00
O -0.306450 -0.763464 1.967613 1.1 1.6 -2.8 0.11
C 0.039873 -0.075905 0.906539 -4.1 -1.6 3.6 0.31
O -0.907616 0.451736 0.258918 1.5 -0.1 -0.8 0.40
Fe 0.777815 1.038275 -0.582169 0.4 0.8 -1.3 4.00
O 1.577674 0.425641 -2.215503 -0.2 0.6 1.3 0.11
C 1.108943 -0.402103 -2.992684 -1.1 -1.1 -2.3 0.02
H 1.674305 -0.741848 -3.869834 0.5 -0.3 0.6 0.00
C 0.637276 -0.861933 3.048033 1.6 -0.9 1.6 0.01
H 0.624981 -1.913998 3.358943 0.0 0.3 -0.2 0.00
H 1.637117 -0.620630 2.663385 -0.2 -0.1 0.1 0.01
C 0.241216 0.051530 4.185696 -0.4 0.2 -0.1 0.00
H 0.290477 1.104692 3.876734 0.0 -0.2 0.2 0.00
H -0.778516 -0.169909 4.528713 0.3 0.1 -0.1 0.00
H 0.928808 -0.098751 5.028896 -0.1 0.0 -0.3 0.00
```
Positions in Å, forces in eV/Å.

As for the total charge: +2. Its multiplicity is 6. The energy is -48922.358 eV. The expectation value of S² is 8.761. The calculation puts the energy above the lowest of the compared OMol25 structures with the same formula, charge and spin at 0.0000 eV.


Entry 4:
A single C25H28N2O2 molecule at a distorted geometry. Source: OMol25; level of theory: ωB97M-V/def2-TZVPD.

Structure (XYZ):
```
57
Properties=species:S:1:pos:R:3:forces:R:3:mulliken_charge:R:1
C 1.124944 2.175475 -0.936237 0.2 0.0 -0.4 -1.03
C -0.021121 2.519818 0.004387 -0.2 -0.2 0.7 -0.24
N 0.116755 1.750049 1.311825 1.0 0.1 -0.2 0.14
C 1.454194 2.142738 1.964475 -0.9 -0.1 0.0 -0.44
C 2.610645 1.811946 1.026921 0.5 -0.1 -0.2 -1.02
C 2.088079 1.182420 -0.272211 -0.2 0.1 0.0 0.22
C 1.303358 -0.083683 0.085223 0.2 -0.3 -0.2 -1.14
C 0.175461 0.252022 1.049184 -0.4 0.5 0.4 -0.46
H 0.701628 1.767694 -1.862420 0.3 0.0 0.1 0.36
H 1.646194 3.106512 -1.193586 0.0 -0.3 0.0 0.41
H -0.009550 3.582675 0.260584 0.0 -0.3 0.0 0.30
H -1.004025 2.265926 -0.403319 0.2 0.0 0.1 0.42
H 1.410876 3.212913 2.196223 -0.2 -0.3 -0.1 0.36
H 1.514340 1.579278 2.906503 -0.1 0.2 -0.3 0.45
H 3.166674 2.732077 0.807461 0.0 -0.2 0.0 0.41
H 3.294781 1.123032 1.537710 -0.1 0.1 -0.2 0.35
H 2.911329 0.946115 -0.953744 -0.1 0.0 0.2 0.33
H 0.872386 -0.545204 -0.811291 0.2 0.1 0.1 0.41
H 1.951818 -0.824148 0.566304 0.0 0.1 -0.2 0.37
H 0.316506 -0.208978 2.037797 -0.1 0.1 -0.3 0.48
H -0.805179 -0.038632 0.671509 0.1 0.1 0.1 0.29
O -3.283216 -2.212969 3.210981 0.1 0.0 0.6 -0.75
C -4.445397 -1.772239 3.093860 -1.2 -0.2 -0.7 0.60
O -5.419106 -1.629383 3.861053 1.0 -0.3 0.3 -0.72
C -4.746723 -1.223963 1.650700 -0.1 -1.1 0.6 -0.42
C -6.243332 -1.151753 1.318255 0.3 -0.7 -0.4 -0.97
C -6.577609 0.278982 1.482345 0.0 0.7 -0.1 0.62
C -5.404729 1.018561 1.722445 -1.0 0.5 -0.2 0.46
C -5.482465 2.396655 1.931175 0.1 0.0 -0.2 -0.67
C -6.715192 3.030466 1.737556 -0.6 -0.4 0.1 -0.76
C -7.878638 2.281721 1.472392 0.2 0.5 0.1 -0.48
C -7.817202 0.890635 1.380978 0.6 0.0 0.1 -0.70
N -4.308543 0.161937 1.730009 1.9 1.0 -0.2 0.12
C -2.979824 0.459230 1.907971 -0.8 -0.1 -0.4 -1.48
C -2.393772 1.679158 1.725731 -0.3 -0.3 -0.3 -0.93
C -1.054701 2.028760 2.277139 -0.8 0.6 0.2 0.52
C -1.046800 3.511806 2.689671 -0.3 -0.6 0.2 -0.37
C -0.629926 3.868871 3.972078 0.2 0.3 -0.1 -0.06
C -0.590096 5.215049 4.350595 -0.3 -0.1 -0.1 -0.71
C -0.991358 6.203954 3.444617 0.0 -0.1 0.0 -0.46
C -1.494588 5.845372 2.191568 -0.1 -0.5 0.1 -1.00
C -1.565490 4.492209 1.841089 0.2 0.6 -0.1 -0.15
H -4.153934 -1.776536 0.915908 -0.1 0.2 0.0 0.38
H -6.412307 -1.490594 0.290387 -0.1 0.1 0.0 0.26
H -6.835476 -1.784173 1.977876 0.2 0.0 0.1 0.42
H -4.605745 2.954620 2.246037 -0.2 0.0 -0.2 0.64
H -6.789590 4.118750 1.800377 0.1 -0.4 0.1 0.39
H -8.837641 2.789256 1.344276 0.3 -0.1 0.1 0.34
H -8.693158 0.264425 1.217544 0.1 0.3 0.0 0.42
H -2.381576 -0.429265 2.163131 -0.5 0.3 0.3 0.74
H -2.944354 2.462635 1.213028 0.0 -0.2 0.4 0.80
H -0.835634 1.389611 3.143648 0.1 0.2 -0.2 0.90
H -0.336336 3.078754 4.666799 0.0 0.3 -0.1 0.40
H -0.291949 5.479652 5.367216 0.0 0.0 -0.4 0.41
H -0.955810 7.255569 3.725409 0.0 -0.3 0.0 0.39
H -1.883120 6.590413 1.492073 0.2 -0.2 0.3 0.39
H -2.021484 4.222302 0.885509 0.2 0.1 0.3 0.44
```
Positions in Å, forces in eV/Å.

The SMILES is O=C([O-])[C@H]1Cc2ccccc2N1/C=C/[C@H](c1ccccc1)[N+]12CCC(CC1)CC2. The energy is -33452.911 eV. The calculation puts the energy above the lowest of the compared OMol25 structures with the same formula, charge and spin at 3.3043 eV.


Entry 5:
A single C2H6INO2S molecule at a distorted geometry. Source: OMol25; level of theory: ωB97M-V/def2-TZVPD.

Structure (XYZ):
```
13
Properties=species:S:1:pos:R:3:forces:R:3:lowdin_spin:R:1
C -0.560949 0.929865 0.680418 2.9 1.9 1.5 0.01
C -1.029862 -0.313662 0.005589 2.4 -0.9 2.3 0.03
N 1.382894 -0.689048 -1.304893 -4.0 -3.0 -1.2 0.59
O 0.851535 -2.238812 0.781059 -0.3 0.1 0.1 0.01
O -0.005122 1.725830 -0.362808 -0.4 0.9 -0.5 0.02
S 0.396731 -1.448449 -0.332150 -1.2 -0.2 -2.8 0.10
I 2.773966 0.268888 -0.314140 4.7 3.0 2.5 1.19
H -1.308517 1.570359 1.203664 0.1 -1.1 -0.1 0.00
H 0.423813 0.836070 1.358036 -2.6 -0.7 -0.5 0.01
H -1.183098 -0.104797 -0.986063 -1.4 0.7 -2.4 0.00
H -1.748186 -0.891941 0.537134 -0.7 -0.4 0.2 0.00
H 0.364104 2.514338 0.058485 0.0 -0.1 -0.3 0.00
H -0.357306 -2.158640 -1.324336 0.6 -0.1 1.4 0.04
```
Positions in Å, forces in eV/Å.

Its multiplicity is 3. The energy is -26685.099 eV. The expectation value of S² is 2.008. The calculation puts the energy above the lowest of the compared OMol25 structures with the same formula, charge and spin at 2.4021 eV.


Entry 6:
A single C13H17N3O4 molecule at a distorted geometry. Source: OMol25; level of theory: ωB97M-V/def2-TZVPD.

Structure (XYZ):
```
37
Properties=species:S:1:pos:R:3:forces:R:3:mulliken_charge:R:1
O -5.248624 1.233906 2.517881 1.1 -2.2 -0.2 -0.58
N -4.725925 0.101142 2.394741 -3.5 0.1 0.8 0.92
O -5.390159 -0.963878 2.383353 1.3 2.1 0.0 -0.58
C -3.319736 0.015408 2.228273 2.1 0.0 -0.9 -0.08
C -2.743491 -1.244224 1.974754 -0.3 0.5 0.1 -0.53
C -1.446876 -1.302722 1.485799 0.3 0.4 0.1 -0.16
C -0.702725 -0.126668 1.283362 -0.2 0.2 -0.2 -0.04
C 0.715814 -0.190058 0.733551 0.2 -1.0 3.9 0.43
C 1.646962 0.603088 1.610235 0.2 -0.1 0.8 -1.65
N 2.874628 0.049768 1.888070 0.3 -0.6 0.5 1.04
O 3.646555 0.512970 2.775771 -1.2 -0.3 -1.2 -0.73
O 3.204642 -0.993219 1.226906 0.2 0.6 0.5 -0.71
C -1.259402 1.121178 1.607320 -0.4 -0.3 0.3 -0.52
C -2.559262 1.199409 2.107616 -0.3 -0.6 -0.1 -0.69
H -3.333228 -2.143604 2.145838 0.1 0.3 -0.2 0.47
H -0.998185 -2.270900 1.253902 -0.1 0.3 0.1 0.42
H 1.031241 -1.245411 0.741690 0.1 0.3 -0.1 0.73
H 1.269085 1.267537 2.385439 0.2 -0.2 -0.3 0.39
H -0.668366 2.035850 1.497474 -0.2 -0.3 0.1 0.39
H -3.007536 2.148986 2.391673 0.1 -0.2 -0.2 0.45
C 1.601288 -0.313343 -3.438082 0.1 -0.2 0.0 -0.62
C 2.481759 0.541738 -2.537272 -0.3 0.4 0.2 -0.80
C 2.250523 0.317036 -1.048077 0.9 -0.5 -0.4 -0.78
N 0.812943 0.246544 -0.612398 -0.2 1.2 -3.4 0.20
C -0.067998 -0.568491 -1.534547 0.3 0.0 0.2 -0.53
C 0.141487 -0.242790 -3.005412 -0.1 0.1 0.0 -0.79
H 1.698294 0.028727 -4.473406 0.0 -0.1 0.1 0.33
H 1.948140 -1.354846 -3.405849 -0.1 0.1 0.0 0.35
H 3.545598 0.346315 -2.718769 -0.2 0.0 0.0 0.37
H 2.329277 1.608354 -2.745457 -0.1 -0.1 -0.2 0.35
H 2.713371 -0.609585 -0.690977 -0.2 0.2 -0.1 0.48
H 2.699621 1.142677 -0.483006 -0.2 -0.4 0.0 0.42
H 0.509299 1.222632 -0.632616 -0.3 0.0 -0.1 0.58
H 0.183000 -1.610035 -1.292782 -0.1 0.2 -0.2 0.38
H -1.100330 -0.374090 -1.224849 0.2 -0.1 -0.1 0.39
H -0.264640 0.756618 -3.205690 0.1 -0.1 0.0 0.33
H -0.467059 -0.946030 -3.584448 0.1 0.1 0.1 0.37
```
Positions in Å, forces in eV/Å.

The SMILES is O=[N+]([O-])c1ccc([C@H](C=[N+]([O-])[O-])[NH+]2CCCCC2)cc1. The energy is -26409.909 eV. The calculation puts the energy above the lowest of the compared OMol25 structures with the same formula, charge and spin at 9.3075 eV.


Entry 7:
A single C4H8O2 molecule. Source: OMol25; level of theory: ωB97M-V/def2-TZVPD.

Structure (XYZ):
```
14
Properties=species:S:1:pos:R:3:forces:R:3:mulliken_charge:R:1
C -0.262811 -0.826663 -1.461264 0.5 -0.2 -0.4 -0.69
C -1.455220 0.938290 -0.169783 -0.3 0.1 0.4 -0.62
O -0.927405 -0.690915 -0.195906 -0.2 0.2 -0.5 -0.20
C -0.498932 0.339914 0.783971 0.0 0.2 0.1 0.34
C 0.952022 0.741941 0.808935 -0.2 0.3 -0.2 -0.69
O 1.784165 -0.203044 1.449778 0.0 -0.3 -0.1 -0.50
H 0.760686 -1.158882 -1.332020 0.3 -0.1 0.2 0.27
H -0.285125 0.097376 -2.030628 0.0 0.1 0.2 0.38
H -0.791882 -1.583846 -2.033813 -0.2 -0.1 0.2 0.26
H -2.462457 0.768891 0.230842 0.0 0.1 0.1 0.14
H -0.819738 -0.034474 1.761211 0.1 0.0 -0.1 0.31
H 1.014102 1.656006 1.410157 -0.1 -0.1 -0.1 0.32
H 1.299015 0.996530 -0.201663 0.0 -0.1 0.1 0.34
H 1.693580 -1.041125 0.980184 0.1 0.0 0.1 0.32
```
Positions in Å, forces in eV/Å.

The energy is -8367.725 eV. The calculation puts the energy above the lowest of the compared OMol25 structures with the same formula, charge and spin at 5.5570 eV.


Entry 8:
2 unconnected molecules or ions with the total composition C3H7N2 at a distorted geometry. Source: OMol25; level of theory: ωB97M-V/def2-TZVPD.

Structure (XYZ):
```
12
Properties=species:S:1:pos:R:3:forces:R:3:mulliken_charge:R:1
C -2.144043 0.121707 -0.098984 2.1 -1.7 0.1 -0.14
C 1.584003 0.712090 -0.076262 0.3 3.7 3.2 -0.41
C 1.019516 -0.431585 -0.627268 0.3 -0.4 4.8 0.22
N -0.955953 -0.369450 0.046433 0.0 -0.1 -0.1 -0.42
N 1.726195 -0.648387 0.496556 -3.3 2.1 -3.2 -0.28
H -2.753928 -0.138033 0.704087 -1.6 0.1 1.2 0.24
H 2.455679 1.249378 -0.387405 0.6 -0.3 -0.9 0.30
H 0.931229 1.477817 0.478900 0.7 -1.6 -0.5 0.20
H -2.629920 0.575122 -0.955465 0.9 0.4 -0.2 0.28
H -0.810193 -0.930660 0.938361 -0.4 1.1 -1.2 0.26
H 2.297064 -1.313963 0.919134 1.2 -1.2 0.6 0.25
H 0.823336 -0.831993 -1.506535 -0.7 -2.2 -3.7 0.50
```
Positions in Å, forces in eV/Å.

As for the total charge: +1. The energy is -6193.706 eV. The calculation puts the energy above the lowest of the compared OMol25 structures with the same formula, charge and spin at 3.8058 eV.